Record 1
DFT (ωB97M-V/def2-TZVPD) results for C30H41N2O25PV2 as an isolated structure at a distorted geometry.

Values from the calculation:
E_tot in eV: -146607.3386
Charge: -2
HOMO energy in eV: -1.90
Orbital gap in eV: 3.02

Atoms and positions in Å:
O (17.0792, -12.2239, 0.5214)
V (17.8129, -11.4459, 1.6767)
O (18.6737, -10.3260, 0.9675)
O (16.6687, -10.0873, 5.5493)
V (16.7505, -11.5569, 4.9311)
O (15.7817, -12.5868, 5.6860)
P (19.1061, -12.6838, 3.8312)
O (18.7590, -13.1918, 2.4654)
O (18.6468, -11.2123, 3.6651)
O (20.3230, -13.1507, 4.5481)
O (18.2095, -13.1226, 4.9601)
C (13.7435, -11.5240, 1.5876)
C (14.7306, -10.4527, 2.2349)
O (15.8432, -11.0412, 2.8600)
H (13.8167, -12.4823, 2.1018)
H (13.8520, -11.6773, 0.5139)
H (12.7203, -11.1871, 1.7536)
H (14.2149, -9.8121, 2.9503)
H (14.8965, -9.6559, 1.5098)
C (10.6412, -9.1868, 4.7055)
O (11.8839, -8.7902, 5.3190)
C (12.5247, -9.8330, 5.9692)
C (13.4264, -9.4842, 7.2154)
O (14.5879, -8.8123, 6.8127)
C (15.3481, -8.1314, 7.7677)
H (10.7708, -10.1063, 4.1347)
H (10.1580, -8.3694, 4.1703)
H (9.9578, -9.3220, 5.5438)
H (13.0504, -10.3689, 5.1789)
H (11.8073, -10.5708, 6.3283)
H (13.7257, -10.3959, 7.7325)
H (12.8303, -8.9395, 7.9476)
H (14.8839, -7.1689, 7.9825)
H (16.3136, -8.0931, 7.2632)
H (15.5835, -8.6794, 8.6801)
C (15.3556, -15.7382, 3.4743)
O (14.9919, -16.4861, 4.3381)
N (15.1911, -16.0211, 2.1873)
C (15.4640, -14.9926, 1.1340)
C (14.6206, -17.1992, 1.6864)
H (15.8633, -14.8112, 3.7827)
H (15.8373, -14.0579, 1.5525)
H (14.5798, -14.8244, 0.5191)
H (16.2097, -15.3721, 0.4354)
H (14.7658, -18.1626, 2.1752)
H (13.5885, -16.9238, 1.4697)
H (15.2009, -17.3595, 0.7777)
C (10.6612, -13.4992, 4.2142)
O (10.3160, -12.8307, 5.1779)
N (11.8762, -14.1417, 4.1774)
C (12.2975, -15.0872, 3.1182)
C (12.7150, -13.8894, 5.3539)
H (10.1398, -13.5594, 3.2464)
H (13.0669, -14.5697, 2.5451)
H (11.5017, -15.2382, 2.3888)
H (12.6950, -16.0407, 3.4658)
H (12.1805, -13.7105, 6.2868)
H (13.2735, -14.7937, 5.5957)
H (13.3907, -13.0342, 5.3500)
C (13.1610, -5.6781, 3.4129)
C (13.2573, -5.7345, 2.0473)
C (14.4686, -6.2678, 1.3461)
O (14.5314, -6.3712, 0.1268)
C (15.4991, -6.6548, 2.3550)
C (15.2795, -6.7107, 3.6892)
C (14.1806, -5.9905, 4.3726)
O (14.2420, -5.5763, 5.5425)
O (16.1470, -7.3403, 4.4574)
O (12.3491, -5.3151, 1.1987)
H (12.1996, -5.4905, 3.8677)
H (16.3915, -7.2324, 2.1641)
H (15.8090, -7.2217, 5.3481)
H (12.6479, -5.7088, 0.3757)
C (15.7332, -11.7631, -4.1113)
C (14.6849, -11.3742, -3.2891)
C (14.3370, -9.9980, -3.0893)
O (13.5759, -9.5212, -2.2972)
C (15.0561, -9.1275, -4.0449)
C (15.9760, -9.5349, -4.9069)
C (16.5011, -10.9316, -5.0201)
O (17.4074, -11.3526, -5.7580)
O (16.5406, -8.6285, -5.7303)
O (14.0859, -12.2152, -2.4063)
H (15.7340, -12.8426, -4.1437)
H (14.6940, -8.1103, -4.0697)
H (17.0895, -9.1826, -6.2900)
H (13.6856, -11.7206, -1.6874)
C (9.8784, -8.9650, 1.2016)
C (10.6159, -9.3405, 0.1321)
C (10.8335, -10.8163, -0.3470)
O (11.4313, -11.0230, -1.4434)
C (10.0666, -11.7143, 0.4636)
C (9.1417, -11.3802, 1.4261)
C (9.0401, -9.9311, 1.8552)
O (8.3137, -9.5682, 2.7805)
O (8.3300, -12.3107, 2.1353)
O (11.3474, -8.4442, -0.5818)
H (9.9289, -7.9271, 1.4960)
H (10.0726, -12.7608, 0.1970)
H (7.7762, -11.8911, 2.7978)
H (11.9164, -9.0386, -1.0762)

Results of the Löwdin charge analysis, in e, for atoms 1 through 5: number 1, O, carries -0.3975; number 2, V, carries 0.8922; number 3, O, carries -0.3831; number 4, O, carries -0.3627; number 5, V, carries 0.9272

Record 2
DFT (ωB97M-V/def2-TZVPD) results for C30H41N3O4P2Pd as an isolated structure.

Values from the calculation:
E_tot in eV: -66497.3926
Charge: -2
HOMO energy in eV: -0.73
Orbital gap in eV: 5.38

Atoms and positions in Å:
Pd (-1.0977, -0.8205, 0.1285)
C (-2.0033, 1.6874, 4.0609)
C (-2.2022, 0.5759, 3.0293)
C (-3.2451, 1.0288, 2.0039)
P (-0.6574, 0.0038, 2.1129)
C (0.1437, -1.1408, 3.3742)
C (-0.0176, -0.9245, 4.8807)
C (1.6099, -1.3586, 3.0045)
C (0.3686, 1.5164, 2.0888)
C (1.1281, 1.9642, 3.1671)
C (2.0572, 2.9905, 3.0751)
C (2.2433, 3.5943, 1.8303)
C (1.5088, 3.1924, 0.7408)
C (0.5199, 2.1649, 0.8235)
N (-0.2539, 1.8598, -0.2312)
C (0.2351, 1.9761, -1.4942)
C (-0.4267, 2.8011, -2.4358)
C (-0.0142, 2.8927, -3.7499)
C (1.0857, 2.1661, -4.2007)
C (1.7407, 1.3411, -3.2965)
C (1.3466, 1.2232, -1.9670)
P (2.1246, 0.0261, -0.8101)
C (1.9693, -1.6060, -1.7257)
C (0.6728, -1.7872, -2.5063)
C (2.0706, -2.7470, -0.7055)
C (3.9282, 0.4009, -1.1953)
C (4.2638, 1.8161, -0.7321)
C (4.8502, -0.6053, -0.5084)
H (-2.9509, 1.8965, 4.5721)
H (-1.2601, 1.4449, 4.8200)
H (-1.6763, 2.6032, 3.5651)
H (-2.5849, -0.3186, 3.5353)
H (-2.8501, 1.8579, 1.4087)
H (-3.4851, 0.2179, 1.3149)
H (-4.1623, 1.3598, 2.5063)
H (-0.3918, -2.0641, 3.1304)
H (0.5265, -0.0505, 5.2409)
H (-1.0641, -0.8163, 5.1699)
H (0.3839, -1.7931, 5.4154)
H (2.2153, -0.4891, 3.2713)
H (2.0119, -2.2340, 3.5264)
H (1.7183, -1.5112, 1.9299)
H (1.0093, 1.4764, 4.1265)
H (2.6307, 3.3021, 3.9402)
H (2.9744, 4.3906, 1.7207)
H (1.6526, 3.6722, -0.2211)
H (-1.2804, 3.3728, -2.0897)
H (-0.5517, 3.5401, -4.4364)
H (1.4084, 2.2265, -5.2333)
H (2.5733, 0.7404, -3.6521)
H (2.8116, -1.6706, -2.4295)
H (-0.1899, -1.8065, -1.8450)
H (0.5302, -1.0200, -3.2687)
H (0.7056, -2.7599, -3.0080)
H (1.1781, -2.7430, -0.0737)
H (2.1096, -3.7157, -1.2123)
H (2.9454, -2.6556, -0.0579)
H (4.0927, 0.3325, -2.2772)
H (4.0750, 1.9219, 0.3395)
H (5.3181, 2.0483, -0.9231)
H (3.6481, 2.5565, -1.2455)
H (4.6427, -0.6406, 0.5656)
H (4.7265, -1.6118, -0.9087)
H (5.8990, -0.3162, -0.6405)
C (-3.1397, 0.7915, -1.8458)
C (-3.3498, -0.6806, -1.8868)
N (-2.4918, -1.5987, -1.4962)
C (-3.0832, -2.8207, -1.7690)
C (-4.3199, -2.6195, -2.3361)
N (-4.4585, -1.2612, -2.3945)
C (-5.4655, -3.4554, -2.8639)
O (-5.3433, -4.7086, -2.7817)
O (-6.4320, -2.8077, -3.2986)
C (-2.3847, -4.1066, -1.4715)
O (-3.0567, -5.2096, -1.7563)
O (-1.2714, -4.1396, -1.0025)
H (-2.4399, 1.0404, -1.0428)
H (-4.0820, 1.3194, -1.6833)
H (-2.6982, 1.1357, -2.7832)
H (-5.2856, -0.8282, -2.7699)
H (-3.9867, -5.0266, -2.1562)

Results of the Löwdin charge analysis, in e, for atoms 1 through 5: number 1, Pd, carries 0.2548; number 2, C, carries -0.1381; number 3, C, carries -0.5407; number 4, C, carries -0.1638; number 5, P, carries 0.9139

Record 3
DFT (ωB97M-V/def2-TZVPD) results for a 6-piece molecular cluster, C30H41N7O5P overall at a distorted geometry.

Values from the calculation:
E_tot in eV: -61709.2509
Charge: -1
Relative energy (zero: lowest compared OMol25 entry of this formula, charge and spin) in kJ/mol: 1784.1
HOMO energy in eV: -4.14
Orbital gap in eV: 6.01

Atoms and positions in Å:
C (2.9580, 0.4243, -1.4943)
C (1.8319, -0.4255, -1.9601)
C (0.6001, -1.0280, -1.0691)
C (-0.4938, 0.1273, -0.5526)
P (-0.4379, 1.4846, -1.9517)
N (-0.8286, 0.7646, -3.3855)
C (-0.2317, 0.7087, 0.9957)
C (1.2386, 0.5648, 1.6776)
C (1.2412, -0.0820, 3.2089)
C (1.2698, -1.7403, 3.2109)
C (2.6624, -2.4533, 2.6836)
C (2.9328, -4.0675, 2.5917)
C (1.6719, -5.0541, 3.0303)
C (0.2618, -4.3672, 3.5560)
C (0.0298, -2.7138, 3.6587)
C (-0.4388, 2.3686, 1.0486)
C (-0.6473, 2.9162, 2.6153)
O (0.3764, 3.2167, 3.4373)
O (-2.0085, 3.1527, 3.1643)
C (-1.3705, -0.1355, 1.8096)
O (-1.9651, 0.0080, 2.9914)
N (-1.8371, -1.2903, 0.8974)
C (-2.0220, -0.5442, -0.4425)
C (-2.6061, -1.3911, -1.7270)
C (-3.3430, -2.8210, -1.2743)
C (-3.2997, 0.4125, -0.0897)
O (-3.5362, 1.6520, -0.5184)
O (-4.3930, -0.1830, 0.7511)
H (4.0443, 0.4547, -1.9454)
H (2.7617, 1.1770, -0.5886)
H (1.8252, -0.6874, -3.1250)
H (0.1103, -1.8813, -1.7012)
H (1.0745, -1.5744, -0.1193)
H (0.8450, 2.1705, -2.0056)
H (-1.4301, 2.5205, -1.7656)
H (-0.0261, 0.9096, -4.0669)
H (2.0387, -0.0428, 1.0849)
H (1.7048, 1.6559, 1.8147)
H (2.2975, 0.2389, 3.6650)
H (0.4384, 0.3825, 3.9202)
H (3.5516, -1.7413, 2.3568)
H (3.9763, -4.5102, 2.2248)
H (1.8500, -6.2322, 2.9823)
H (-0.5961, -5.1272, 3.8917)
H (-0.9915, -2.2639, 4.0546)
H (-1.3877, 2.7319, 0.4711)
H (0.4826, 2.9339, 0.5414)
H (-2.6652, 2.9704, 2.4283)
H (-1.1115, -2.0584, 0.8823)
H (-1.8455, -1.5439, -2.6028)
H (-3.4936, -0.7334, -2.1748)
H (-3.3602, -3.4709, -2.2745)
H (-4.4729, -2.6016, -1.0246)
H (-2.7791, -3.3776, -0.4136)
C (6.0189, 2.2323, -4.6548)
C (5.5265, 0.8714, -4.1899)
N (5.1180, -0.2574, -3.8043)
H (6.9497, 2.4875, -4.1408)
H (6.2006, 2.2146, -5.7329)
H (5.2686, 2.9960, -4.4326)
C (-2.4617, 3.3891, 6.0778)
C (-3.2126, 3.2141, 7.3877)
N (-3.8355, 3.0690, 8.4744)
H (-2.5699, 2.4911, 5.4632)
H (-2.8627, 4.2461, 5.5298)
H (-1.3999, 3.5587, 6.2765)
C (-3.8432, -6.5741, -0.3827)
C (-2.7548, -6.0052, 0.5130)
N (-1.8520, -5.5333, 1.2561)
H (-4.7979, -6.0876, -0.1643)
H (-3.5887, -6.4041, -1.4324)
H (-3.9438, -7.6492, -0.2103)
C (1.5802, 6.7640, 0.0312)
C (1.0650, 5.4338, -0.4937)
N (0.6376, 4.3303, -0.9292)
H (1.0251, 7.5864, -0.4285)
H (1.4529, 6.8110, 1.1163)
H (2.6415, 6.8732, -0.2078)
C (0.2842, -0.0308, -7.8494)
C (0.9892, 0.1237, -6.5116)
N (1.5740, 0.2518, -5.4019)
H (-0.0083, 0.9509, -8.2322)
H (0.9530, -0.5092, -8.5701)
H (-0.6107, -0.6476, -7.7302)

Results of the Löwdin charge analysis, in e, for atoms 1 through 5: number 1, C, carries -0.0567; number 2, C, carries -0.1892; number 3, C, carries -0.1558; number 4, C, carries -0.3139; number 5, P, carries 0.7827